{
  "formula": "C26H31N3O8",
  "method": "wB97M-V/def2-TZVPD",
  "total_charge": 0,
  "homo_energy_ev": -8.001,
  "smiles": "COCCNC(=O)CCCn1c(=O)c2cc(OC)c(OC)cc2n(CC(=O)c2cccc(OC)c2)c1=O",
  "e_above_lowest_kcal_mol": 0.0,
  "orbital_gap_ev": 8.5,
  "total_energy_ev": -48316.5208,
  "e_lumo_ha": 0.0175,
  "species": ["C", "O", "C", "C", "N", "C", "O", "C", "C", "C", "N", "C", "O", "C", "C", "C", "O", "C", "C", "O", "C", "C", "C", "N", "C", "C", "O", "C", "C", "C", "C", "C", "O", "C", "C", "C", "O", "H", "H", "H", "H", "H", "H", "H", "H", "H", "H", "H", "H", "H", "H", "H", "H", "H", "H", "H", "H", "H", "H", "H", "H", "H", "H", "H", "H", "H", "H", "H"],
  "xyz": [[3.61, 3.20, -1.35], [2.52, 3.68, -2.11], [1.73, 2.68, -2.70], [0.96, 1.84, -1.68], [0.30, 2.71, -0.75], [-0.71, 2.29, 0.04], [-1.16, 1.17, -0.05], [-1.25, 3.36, 0.98], [-2.04, 2.77, 2.14], [-1.14, 2.09, 3.18], [-0.50, 0.90, 2.63], [0.78, 1.02, 2.14], [1.40, 2.07, 2.23], [1.30, -0.18, 1.50], [2.62, -0.18, 1.02], [3.13, -1.26, 0.35], [4.39, -1.36, -0.14], [5.30, -0.32, 0.14], [2.29, -2.39, 0.14], [2.86, -3.41, -0.55], [2.09, -4.57, -0.79], [1.00, -2.40, 0.63], [0.49, -1.29, 1.32], [-0.79, -1.29, 1.83], [-1.67, -2.43, 1.64], [-2.02, -2.63, 0.17], [-1.78, -3.69, -0.38], [-2.59, -1.47, -0.54], [-3.52, -0.61, 0.05], [-4.01, 0.45, -0.69], [-3.56, 0.69, -1.97], [-2.63, -0.17, -2.56], [-2.24, 0.16, -3.83], [-1.33, -0.69, -4.49], [-2.17, -1.26, -1.85], [-1.32, -0.20, 2.50], [-2.43, -0.24, 2.99], [4.20, 2.48, -1.93], [3.28, 2.74, -0.41], [4.22, 4.07, -1.11], [1.03, 3.23, -3.34], [2.35, 2.03, -3.33], [0.20, 1.23, -2.19], [1.64, 1.15, -1.16], [0.74, 3.61, -0.60], [-1.90, 4.01, 0.39], [-0.42, 3.96, 1.36], [-2.60, 3.56, 2.64], [-2.75, 2.03, 1.75], [-0.35, 2.76, 3.50], [-1.75, 1.78, 4.04], [3.20, 0.71, 1.21], [6.25, -0.64, -0.28], [4.99, 0.62, -0.32], [5.41, -0.18, 1.22], [1.18, -4.35, -1.34], [2.73, -5.22, -1.38], [1.84, -5.08, 0.15], [0.39, -3.27, 0.47], [-2.58, -2.22, 2.21], [-1.20, -3.34, 2.04], [-3.86, -0.77, 1.06], [-4.73, 1.12, -0.24], [-3.92, 1.53, -2.54], [-1.73, -1.70, -4.60], [-0.37, -0.74, -3.96], [-1.17, -0.24, -5.47], [-1.45, -1.95, -2.27]]
}

***

{
  "formula": "BrNO5S",
  "method": "wB97M-V/def2-TZVPD",
  "total_charge": 0,
  "homo_energy_ev": [-10.340, -10.290],
  "e_above_lowest_kcal_mol": 41.3,
  "orbital_gap_ev": [7.2, 7.2],
  "total_energy_ev": -92597.4159,
  "e_lumo_ha": [-0.1144, -0.1130],
  "species": ["N", "O", "O", "O", "O", "O", "S", "Br"],
  "xyz": [[-0.34, 1.03, -1.08], [0.27, 2.06, -0.99], [-1.30, 0.69, -1.60], [1.89, 0.44, 0.19], [0.62, -1.58, -0.51], [-0.81, -0.36, 1.70], [0.65, -0.27, 0.02], [-0.99, -2.01, 2.25]]
}

***

{
  "formula": "C19H42I3O7P2",
  "method": "wB97M-V/def2-TZVPD",
  "total_charge": -1,
  "homo_energy_ev": -3.102,
  "orbital_gap_ev": 4.7,
  "total_energy_ev": -77595.6289,
  "e_lumo_ha": 0.0584,
  "species": ["C", "C", "C", "C", "O", "P", "C", "C", "I", "C", "C", "C", "I", "C", "C", "I", "P", "O", "O", "H", "H", "H", "H", "H", "H", "H", "H", "H", "H", "H", "H", "H", "H", "H", "H", "H", "H", "H", "H", "H", "H", "H", "H", "H", "H", "O", "C", "O", "C", "C", "C", "H", "H", "H", "H", "H", "H", "H", "H", "O", "C", "O", "C", "C", "C", "H", "H", "H", "H", "H", "H", "H", "H"],
  "xyz": [[1.88, 2.35, 3.31], [2.29, 1.30, 2.29], [1.14, 0.34, 1.96], [-0.18, 1.07, 1.64], [-0.99, 1.18, 2.76], [-2.72, 1.19, 2.56], [-2.52, 2.71, 1.38], [-2.80, -0.47, 3.63], [-3.06, -0.22, 5.82], [-1.55, -1.36, 3.58], [-1.26, -1.96, 2.20], [-4.68, 1.38, 2.43], [-5.15, 0.95, 0.33], [-5.67, 0.61, 3.35], [-6.05, 1.41, 4.61], [-7.62, 0.37, 2.30], [-2.88, 2.53, 4.42], [-3.29, 4.11, 3.92], [-1.30, 2.80, 4.90], [1.40, 1.89, 4.17], [2.75, 2.92, 3.63], [1.19, 3.07, 2.88], [3.06, 0.70, 2.77], [2.69, 1.75, 1.39], [1.02, -0.33, 2.80], [1.43, -0.24, 1.08], [0.15, 2.04, 1.25], [-0.62, 0.55, 0.79], [-2.69, 0.31, 1.42], [-1.75, 3.37, 1.74], [-3.41, 3.33, 1.29], [-2.29, 2.38, 0.37], [-3.56, -1.15, 3.25], [-1.82, -2.21, 4.20], [-0.70, -0.92, 4.08], [-1.52, -1.32, 1.37], [-0.23, -2.27, 2.16], [-1.85, -2.87, 2.09], [-4.97, 2.41, 2.54], [-5.47, -0.41, 3.63], [-5.55, 2.37, 4.64], [-7.11, 1.60, 4.65], [-5.82, 0.82, 5.48], [-2.47, 4.52, 3.59], [-1.38, 3.12, 5.81], [-0.50, 0.88, -1.67], [0.03, 0.05, -2.34], [0.23, -1.18, -1.80], [0.68, -2.30, -2.56], [2.19, -2.33, -2.67], [0.56, 0.35, -3.72], [0.20, -2.32, -3.54], [0.33, -3.17, -2.01], [2.58, -1.46, -3.20], [2.52, -3.22, -3.19], [2.64, -2.32, -1.67], [1.56, 0.76, -3.64], [-0.09, 1.10, -4.17], [0.58, -0.51, -4.39], [3.72, -0.13, -5.19], [4.25, -0.97, -5.85], [4.45, -2.20, -5.32], [4.88, -3.32, -6.08], [6.39, -3.37, -6.20], [4.77, -0.68, -7.24], [4.39, -3.35, -7.05], [4.53, -4.19, -5.53], [6.78, -2.51, -6.74], [6.71, -4.28, -6.72], [6.85, -3.37, -5.21], [5.77, -0.26, -7.16], [4.12, 0.07, -7.69], [4.79, -1.54, -7.90]]
}